{"formula": "C4H7BrN2", "method": "ωB97M-V with the def2-TZVPD basis set", "species": ["C", "C", "C", "C", "N", "N", "Br", "H", "H", "H", "H", "H", "H", "H"], "positions_angstrom": [[0.3271, -1.3752, -2.4415], [1.4731, -0.6732, -0.2177], [-1.0110, 0.6786, 0.4393], [0.3835, -0.4429, -1.2698], [0.2432, -2.0219, -3.3575], [-0.8511, -0.2101, -0.6655], [0.8553, 1.5935, -2.2492], [1.3370, 0.0763, 0.4927], [2.4564, -0.7477, -0.6426], [1.2524, -1.4945, 0.3188], [-0.2045, 1.3746, 0.4284], [-2.0013, 1.2683, 0.3421], [-1.3444, 0.2674, 1.4182], [-1.7181, -0.1436, -1.2838]], "atomic_forces_ev_per_a": [[0.134, 3.096, 3.497], [-0.129, 1.703, -3.046], [-3.059, 1.215, 0.898], [-0.886, 0.634, 0.290], [-0.163, -1.933, -2.403], [-1.971, -1.269, -2.064], [0.175, -1.124, 0.305], [0.530, 1.664, 0.918], [0.349, 0.276, -0.081], [-0.832, -3.446, 1.438], [0.482, 0.669, 0.645], [1.651, -0.426, -0.761], [1.494, -0.557, -0.361], [2.224, -0.504, 0.725]], "lowdin_charge": [-0.2206, -0.0548, -0.1441, -0.6046, 0.1790, -0.1163, 0.3373, 0.0479, 0.0950, 0.0564, 0.0428, 0.1161, 0.0946, 0.1712], "relative_energy_kj_mol": 33.3, "lumo_ev": -0.35, "charge": 0, "orbital_gap_ev": 9.15, "smiles": "CN[C@](C)(Br)C#N"}



{"formula": "C33H45N6O2SSbSeTc", "method": "ωB97M-V with the def2-TZVPD basis set", "species": ["Tc", "C", "C", "C", "C", "C", "H", "H", "H", "H", "H", "N", "C", "C", "C", "C", "C", "C", "S", "O", "O", "N", "C", "N", "C", "C", "C", "N", "H", "H", "H", "H", "H", "H", "H", "H", "H", "C", "C", "C", "C", "N", "C", "Se", "N", "C", "C", "C", "C", "C", "C", "C", "C", "C", "C", "H", "H", "H", "H", "H", "H", "H", "H", "H", "H", "H", "H", "H", "H", "H", "H", "H", "H", "H", "H", "H", "H", "C", "Sb", "C", "C", "H", "H", "H", "H", "H", "H", "H", "H", "H"], "positions_angstrom": [[-0.3785, 0.2338, 1.7831], [-0.4265, 1.8713, 3.3829], [0.8309, 1.9199, 2.7148], [1.4539, 0.6703, 2.8990], [0.5834, -0.1483, 3.7185], [-0.5693, 0.6086, 4.0154], [-1.1252, 2.6905, 3.4601], [1.2361, 2.7651, 2.1845], [2.4375, 0.4058, 2.5433], [0.8041, -1.1378, 4.0878], [-1.4094, 0.2968, 4.6146], [-5.3008, -6.7392, 3.3378], [-4.7620, -5.6420, 2.8321], [-4.7096, -5.4626, 1.4135], [-4.1674, -4.3224, 0.9006], [-3.6728, -3.3406, 1.7747], [-3.7054, -3.5033, 3.1745], [-4.2376, -4.6354, 3.7061], [-3.1153, -1.7891, 1.0916], [-3.1163, -1.9544, -0.3310], [-3.9754, -0.8036, 1.6900], [-1.6512, -1.5578, 1.6853], [-0.6369, -2.3984, 1.3243], [0.5048, -1.6893, 1.3196], [1.6478, -2.3489, 1.1483], [1.6392, -3.7055, 0.8978], [0.3986, -4.3345, 0.8570], [-0.7465, -3.6981, 1.0904], [-5.6869, -7.4586, 2.7421], [-5.3579, -6.8875, 4.3357], [-5.1076, -6.2345, 0.7670], [-4.1110, -4.1500, -0.1656], [-3.3176, -2.7186, 3.8100], [-4.2857, -4.7865, 4.7769], [2.5674, -1.7805, 1.2045], [2.5560, -4.2533, 0.7442], [0.3246, -5.3938, 0.6415], [1.8615, 3.1629, -3.9006], [1.6384, 4.3913, -3.0202], [0.7465, 4.1435, -1.7989], [1.4537, 3.6064, -0.5582], [2.2732, 2.4242, -0.8233], [1.8173, 1.1680, -0.9629], [0.0310, 0.5696, -0.7029], [2.8275, 0.4004, -1.4120], [2.7703, -1.0093, -1.8017], [2.7195, -1.1928, -3.3146], [1.3437, -0.9158, -3.9133], [0.3186, -1.9873, -3.5597], [3.9750, 1.1766, -1.5327], [5.2652, 0.8552, -1.9418], [6.1871, 1.8819, -1.9394], [5.8364, 3.1835, -1.5490], [4.5542, 3.5002, -1.1485], [3.6266, 2.4631, -1.1454], [2.3848, 3.4364, -4.8164], [0.9070, 2.7150, -4.1860], [2.4595, 2.3920, -3.4110], [1.1673, 5.1656, -3.6272], [2.5997, 4.8092, -2.7058], [-0.0616, 3.4586, -2.0711], [0.2766, 5.0821, -1.4951], [0.7305, 3.3315, 0.2083], [2.1214, 4.3591, -0.1396], [1.8841, -1.4281, -1.3343], [3.6551, -1.4912, -1.3818], [3.0107, -2.2244, -3.5312], [3.4773, -0.5552, -3.7773], [1.4457, -0.8545, -4.9983], [0.9873, 0.0673, -3.5890], [0.6146, -2.9555, -3.9684], [-0.6629, -1.7393, -3.9629], [0.1968, -2.0960, -2.4775], [5.5371, -0.1444, -2.2522], [7.2035, 1.6823, -2.2493], [6.5903, 3.9582, -1.5674], [4.2930, 4.5085, -0.8592], [-1.9398, 3.7987, 0.7276], [-2.4688, 1.7711, 1.0808], [-3.5651, 1.3881, -0.6856], [-3.9680, 2.1188, 2.5401], [-2.8241, 4.4128, 0.8958], [-1.6217, 3.9178, -0.3053], [-1.1501, 4.1334, 1.3982], [-4.1398, 2.2850, -0.9124], [-4.2304, 0.5434, -0.5358], [-2.8775, 1.1756, -1.5016], [-4.7985, 2.6329, 2.0575], [-3.5758, 2.7572, 3.3308], [-4.3152, 1.1783, 2.9549]], "atomic_forces_ev_per_a": [[0.405, -0.192, 0.681], [0.097, 0.083, -0.020], [-0.264, 0.096, -0.026], [-0.007, -0.166, 0.054], [0.117, 0.044, -0.071], [-0.057, 0.100, -0.051], [0.023, 0.013, 0.028], [0.021, 0.008, 0.045], [0.005, -0.001, 0.026], [-0.023, 0.011, -0.023], [-0.001, -0.004, -0.007], [-0.007, -0.011, 0.009], [0.002, -0.002, -0.011], [0.010, 0.019, -0.011], [-0.001, -0.052, 0.003], [0.023, 0.030, 0.034], [0.002, 0.021, -0.029], [-0.003, -0.023, 0.016], [-0.002, -0.068, -0.139], [-0.047, -0.021, -0.009], [0.028, -0.056, -0.001], [-0.243, -0.096, 0.016], [0.108, -0.029, 0.059], [0.014, -0.105, 0.082], [-0.051, 0.098, -0.064], [-0.065, -0.071, 0.015], [0.051, 0.012, -0.039], [-0.035, 0.084, -0.031], [0.001, 0.002, 0.004], [-0.001, -0.001, -0.003], [0.001, 0.000, 0.002], [-0.002, 0.002, 0.008], [-0.004, 0.003, -0.004], [0.000, -0.002, -0.001], [-0.001, 0.065, -0.035], [-0.005, -0.016, 0.002], [0.000, -0.005, 0.017], [-0.009, -0.001, 0.002], [0.019, -0.003, -0.013], [0.001, 0.014, 0.002], [-0.018, -0.024, 0.006], [-0.001, -0.017, 0.191], [-0.058, 0.002, -0.063], [0.080, 0.163, -0.598], [-0.042, -0.079, 0.045], [0.051, 0.019, 0.006], [0.039, 0.002, -0.020], [-0.019, 0.009, -0.027], [-0.024, 0.002, 0.046], [0.018, 0.028, 0.017], [0.001, -0.014, 0.018], [0.003, 0.016, -0.004], [0.009, -0.010, -0.002], [-0.015, -0.006, 0.008], [0.021, 0.006, -0.065], [0.000, 0.000, 0.000], [-0.003, 0.013, -0.004], [-0.017, 0.001, -0.023], [-0.013, -0.009, -0.004], [-0.020, 0.008, -0.009], [0.001, -0.018, -0.014], [-0.015, -0.011, 0.017], [-0.025, 0.027, -0.071], [0.014, 0.002, 0.012], [-0.023, -0.060, 0.038], [-0.016, 0.008, 0.038], [-0.008, 0.003, -0.007], [-0.007, -0.001, 0.004], [-0.016, 0.003, 0.005], [0.008, 0.009, 0.011], [0.001, 0.003, 0.002], [0.002, -0.006, -0.015], [-0.005, 0.012, -0.056], [-0.003, 0.004, 0.001], [-0.001, 0.000, -0.001], [0.000, -0.001, 0.002], [0.005, -0.004, 0.007], [-0.015, 0.001, -0.015], [-0.077, 0.095, 0.040], [0.006, -0.022, -0.015], [0.003, 0.007, 0.020], [0.001, -0.011, -0.010], [0.052, 0.003, -0.014], [0.012, 0.008, 0.000], [-0.003, 0.002, -0.006], [0.002, 0.021, 0.001], [-0.005, 0.003, -0.005], [0.001, 0.002, 0.002], [0.007, 0.012, -0.004], [0.009, 0.017, 0.001]], "mulliken_spin": [-0.0024, -0.0005, -0.0004, 0.0000, 0.0005, 0.0011, 0.0000, 0.0002, -0.0001, 0.0000, 0.0000, 0.3024, 0.1672, 0.1739, -0.0365, 0.2304, -0.0571, 0.1680, 0.0364, 0.0044, 0.0171, 0.0269, -0.0096, 0.0032, -0.0016, 0.0017, -0.0002, 0.0115, -0.0123, -0.0126, -0.0050, -0.0001, -0.0002, -0.0050, 0.0003, 0.0004, 0.0003, -0.0001, 0.0001, 0.0005, -0.0039, 0.0017, -0.0054, 0.0031, -0.0004, -0.0018, 0.0002, 0.0002, 0.0000, -0.0003, 0.0006, 0.0004, 0.0007, 0.0001, -0.0015, 0.0000, 0.0000, 0.0000, 0.0001, -0.0001, 0.0001, -0.0002, 0.0032, 0.0002, 0.0020, -0.0003, 0.0000, -0.0001, 0.0001, -0.0001, 0.0000, 0.0000, 0.0001, 0.0000, -0.0001, -0.0001, -0.0001, 0.0000, -0.0011, -0.0003, 0.0002, -0.0001, -0.0001, 0.0002, 0.0000, 0.0001, -0.0003, 0.0000, 0.0000, -0.0001], "s_squared": 0.781, "relative_energy_kj_mol": 114.5, "lumo_ev": [-4.89, -8.43], "charge": 2, "spin_multiplicity": 2, "orbital_gap_ev": [7.45, 3.91]}



{"formula": "C18H18N4O6ReS4Se", "method": "ωB97M-V with the def2-TZVPD basis set", "species": ["Re", "N", "C", "S", "N", "C", "C", "C", "C", "C", "C", "H", "H", "H", "H", "H", "H", "H", "H", "N", "C", "C", "C", "C", "C", "C", "S", "O", "O", "O", "H", "H", "H", "H", "H", "H", "Se", "C", "C", "C", "N", "C", "C", "H", "H", "H", "H", "O", "S", "O", "O", "S"], "positions_angstrom": [[0.4966, -1.3396, 1.4875], [-1.4844, 2.6019, 0.2479], [-1.5012, 1.3322, 0.5426], [-0.4395, 0.7678, 1.8242], [-2.3339, 0.4777, -0.0572], [-3.2409, 0.8173, -1.1118], [-4.2640, 1.7257, -0.8777], [-5.1362, 2.0490, -1.9064], [-4.9979, 1.4510, -3.1511], [-3.9816, 0.5320, -3.3712], [-3.0933, 0.2184, -2.3543], [-0.7794, 3.2916, 0.6195], [-2.0762, 2.9495, -0.4947], [-2.2537, -0.4882, 0.2199], [-4.3785, 2.1675, 0.1047], [-5.9303, 2.7617, -1.7296], [-5.6820, 1.7024, -3.9503], [-3.8708, 0.0666, -4.3414], [-2.2810, -0.4784, -2.5193], [2.4055, -0.6287, 2.2958], [2.7029, 0.7357, 1.8768], [2.5311, 1.7479, 2.8062], [2.3263, 3.0404, 2.3574], [2.2922, 3.2924, 0.9919], [2.6663, 2.3106, 0.0858], [2.8751, 1.0138, 0.5339], [1.4471, 4.7664, 0.4125], [2.1613, 5.9061, 0.9230], [0.1250, 4.5614, 1.0469], [1.3952, 4.6085, -1.0278], [2.2349, -0.6618, 3.3010], [3.1594, -1.2962, 2.1323], [2.4379, 1.5137, 3.8614], [2.0814, 3.8322, 3.0530], [2.6785, 2.5466, -0.9699], [3.0539, 0.2153, -0.1755], [0.3478, -1.2894, -0.8391], [1.1388, -2.9910, -1.2830], [0.3299, -4.0600, -1.6275], [0.9403, -5.2719, -1.9181], [2.2569, -5.4605, -1.8923], [3.0180, -4.4197, -1.5665], [2.5121, -3.1657, -1.2538], [-0.7481, -3.9687, -1.6556], [0.3372, -6.1332, -2.1820], [4.0883, -4.5922, -1.5512], [3.1857, -2.3571, -0.9991], [1.2686, -3.4095, 1.7523], [0.3592, -3.4446, 2.9487], [0.2784, -4.6485, 3.6879], [0.6847, -2.1793, 3.6797], [-1.3436, -2.7189, 2.0137]], "atomic_forces_ev_per_a": [[-0.127, 0.096, -0.082], [0.017, -0.034, -0.170], [-0.002, 0.078, -0.115], [0.045, -0.107, 0.072], [-0.047, -0.029, -0.020], [0.008, -0.007, 0.029], [-0.029, 0.013, 0.021], [0.001, -0.005, -0.008], [0.008, 0.004, 0.013], [-0.009, 0.003, -0.017], [0.033, -0.006, 0.000], [0.140, 0.141, 0.143], [-0.052, -0.054, 0.028], [-0.005, -0.011, 0.009], [0.000, -0.009, -0.011], [0.000, -0.003, -0.002], [0.001, -0.003, 0.003], [0.000, 0.002, 0.005], [-0.012, 0.004, -0.002], [-0.102, -0.172, 0.069], [0.011, -0.018, 0.096], [-0.075, 0.064, 0.030], [0.001, -0.042, -0.022], [-0.036, 0.015, -0.026], [-0.070, -0.030, 0.099], [0.019, 0.010, -0.048], [0.068, -0.052, -0.299], [-0.046, -0.031, 0.089], [-0.023, -0.002, 0.047], [0.020, 0.024, 0.097], [0.065, 0.019, 0.007], [-0.053, -0.017, -0.212], [-0.009, -0.003, -0.014], [0.009, 0.007, -0.007], [0.001, 0.015, 0.014], [-0.012, -0.016, -0.005], [0.114, 0.052, 0.056], [0.030, 0.031, -0.011], [-0.030, 0.015, 0.013], [0.054, -0.009, 0.004], [-0.020, 0.026, 0.003], [-0.041, -0.012, 0.002], [0.029, -0.017, -0.024], [0.002, -0.006, 0.001], [0.002, -0.001, -0.001], [-0.003, -0.005, -0.005], [-0.019, 0.001, -0.003], [0.144, -0.007, 0.016], [0.053, 0.112, 0.006], [-0.020, -0.003, -0.006], [0.022, -0.029, 0.076], [-0.055, 0.009, 0.063]], "mulliken_spin": [0.8731, 0.0119, 0.0100, 0.1470, 0.0045, -0.0001, -0.0008, -0.0001, 0.0000, 0.0001, 0.0010, 0.0060, -0.0023, 0.0011, -0.0003, 0.0000, 0.0000, 0.0001, -0.0001, 0.0023, -0.0055, 0.0062, -0.0006, 0.0049, -0.0106, -0.0043, 0.0005, 0.0002, 0.0006, -0.0002, 0.0016, -0.0010, 0.0014, -0.0008, -0.0001, 0.0109, -0.0830, 0.0134, 0.0019, 0.0001, -0.0011, 0.0010, -0.0056, 0.0013, 0.0000, 0.0001, -0.0044, -0.0072, 0.0065, 0.0100, 0.0094, 0.0014], "s_squared": 0.765, "relative_energy_kj_mol": 29.6, "lumo_ev": [-2.77, -2.44], "charge": 0, "spin_multiplicity": 2, "orbital_gap_ev": [6.21, 6.54]}